(1)
Below is a molecular structure, C40H62BBrN6O2P2Rb, with properties calculated with wB97M-V/def2-TZVPD.

Properties
**Kohn-Sham gap**: 6.39 eV
**E_HOMO**: -4.38 eV
**Charge**: -1

Structure (XYZ):
```
115
Properties=species:S:1:pos:R:3:forces:R:3:lowdin_charge:R:1
Rb -1.355351 -0.678334 -0.646224 -0.1 0.1 0.1 0.6338
C 2.580379 -1.411416 0.871557 0.0 0.0 -0.1 -0.0310
C 1.807988 -2.635057 0.496551 0.0 0.0 0.1 -0.3702
C 1.854223 -3.912673 1.083159 0.0 0.0 0.0 0.0036
C 0.940333 -4.660671 0.367640 0.1 0.0 0.0 -0.2868
C 0.508485 -6.076792 0.551753 0.0 0.0 0.0 -0.0259
N 0.411396 -3.860207 -0.578391 0.0 -0.1 0.0 0.0014
N 0.934857 -2.612145 -0.500539 0.0 0.0 0.0 0.0629
B -0.705148 -4.254860 -1.565472 0.0 0.1 0.0 -0.5654
N -0.745316 -3.255115 -2.747206 0.0 0.0 0.0 0.0002
N -1.851977 -2.523963 -3.039552 0.1 0.0 -0.1 0.0747
C -1.573735 -1.868991 -4.158526 0.0 0.0 0.0 -0.3990
C -2.578116 -0.952242 -4.778190 0.0 0.0 0.0 -0.0417
C -0.273759 -2.173146 -4.605997 0.0 0.0 0.0 -0.0195
C 0.216792 -3.065095 -3.670495 0.0 0.0 0.0 -0.2990
C 1.549275 -3.728856 -3.571351 0.0 0.0 0.0 -0.0233
N -2.069135 -4.272739 -0.849924 0.0 0.0 0.0 -0.0027
N -2.379141 -3.365721 0.105516 0.0 0.0 0.1 0.0580
C -3.641409 -3.588396 0.438639 0.0 0.0 0.0 -0.3655
C -4.308349 -2.749128 1.480878 0.0 0.0 0.0 -0.0404
C -4.170515 -4.650780 -0.317624 0.0 0.0 0.0 0.0010
C -3.130974 -5.052989 -1.131574 0.0 0.0 0.0 -0.2955
C -3.098283 -6.112121 -2.182202 0.0 0.0 0.0 -0.0309
H 2.728346 -1.355898 1.951009 0.0 0.0 0.0 0.0799
H 3.565956 -1.403108 0.396675 0.0 0.0 0.0 0.0775
H 2.039144 -0.515929 0.565609 0.0 0.0 0.0 0.0416
H 2.443469 -4.237281 1.925722 0.0 0.0 0.0 0.0990
H 1.048624 -6.520303 1.387694 0.0 0.0 0.0 0.0734
H -0.561884 -6.133303 0.761277 0.0 0.0 0.0 0.0805
H 0.698899 -6.672327 -0.343067 0.0 0.0 0.0 0.0737
H -0.477583 -5.366177 -1.991844 0.0 0.0 0.0 0.1132
H -3.336718 -0.682171 -4.043741 0.0 0.0 0.0 0.0758
H -2.098856 -0.038204 -5.133223 0.0 0.0 0.0 0.0488
H -3.077094 -1.421868 -5.629669 0.0 0.0 0.0 0.0705
H 0.237283 -1.793999 -5.477678 0.0 0.0 0.0 0.1012
H 2.103115 -3.599434 -4.501220 0.0 0.0 0.0 0.0751
H 2.126609 -3.304746 -2.746916 0.0 0.0 0.0 0.0723
H 1.439031 -4.796973 -3.373511 0.0 0.0 0.0 0.0749
H -3.605591 -2.007113 1.861197 0.0 0.0 0.0 0.0309
H -5.177311 -2.226884 1.073825 0.0 0.0 0.0 0.0729
H -4.650246 -3.352445 2.324674 0.0 0.0 0.0 0.0730
H -5.165610 -5.064957 -0.283615 0.0 0.0 0.0 0.0961
H -4.073974 -6.593076 -2.247892 0.0 0.0 0.0 0.0722
H -2.855673 -5.683571 -3.156199 0.0 0.0 0.0 0.0813
H -2.347544 -6.872657 -1.962180 0.0 0.0 0.0 0.0724
C 1.931025 2.790631 6.907334 0.0 0.0 0.0 -0.0562
C 2.317542 1.434119 6.300911 0.0 0.0 0.0 -0.5645
C 3.848463 1.324562 6.257244 0.0 0.0 0.0 -0.0550
C 1.791336 0.334819 7.224327 0.0 0.0 0.0 -0.0762
C 1.746872 1.316795 4.889359 0.0 0.0 0.0 -0.1981
C 0.850412 0.332134 4.507070 0.0 0.0 0.0 -0.1024
C 0.365736 0.290998 3.212015 0.1 0.1 0.0 -0.5587
Br -0.815595 -1.135749 2.764028 0.0 0.0 0.0 0.7786
C 0.713612 1.205991 2.183816 -0.1 -0.1 0.0 -0.4753
O 0.213463 1.128705 1.001285 0.1 0.1 0.0 -0.2753
C 1.658589 2.212090 2.598203 0.0 0.0 0.0 -0.0858
C 2.124410 2.231101 3.901729 0.0 0.0 0.0 -0.0016
C 2.134948 3.254158 1.583797 0.0 0.0 0.0 -0.5253
C 3.148158 4.240567 2.168281 0.0 0.0 0.0 -0.0778
C 2.814634 2.548187 0.401118 0.0 0.0 0.0 -0.0436
C 0.924744 4.066535 1.100330 0.0 0.0 0.0 -0.0516
H 2.344068 2.894224 7.915414 0.0 0.0 0.0 0.0769
H 0.844951 2.885749 6.966702 0.0 0.0 0.0 0.0864
H 2.305758 3.616501 6.300741 0.0 0.0 0.0 0.0736
H 4.269869 1.414471 7.263115 0.0 0.0 0.0 0.0771
H 4.284942 2.108239 5.636346 0.0 0.0 0.0 0.0735
H 4.149529 0.361829 5.840018 0.0 0.0 0.0 0.0878
H 2.224275 0.452452 8.220836 0.0 0.0 0.0 0.0786
H 2.059168 -0.657194 6.855843 0.0 0.0 0.0 0.0847
H 0.704873 0.380911 7.321469 0.0 0.0 0.0 0.0834
H 0.512672 -0.425388 5.201118 0.0 0.0 0.0 0.0844
H 2.831395 3.002757 4.179314 0.0 0.0 0.0 0.0867
H 4.052837 3.736030 2.515340 0.0 0.0 0.0 0.0828
H 2.729471 4.812458 2.999787 0.0 0.0 0.0 0.0802
H 3.439851 4.949695 1.389318 0.0 0.0 0.0 0.0810
H 3.710310 2.023961 0.744247 0.0 0.0 0.0 0.0908
H 3.113978 3.278015 -0.358076 0.0 0.0 0.0 0.0810
H 2.142344 1.822079 -0.048712 0.0 0.0 0.0 0.0459
H 0.513160 4.654972 1.925407 0.0 0.0 0.0 0.0891
H 0.157153 3.386515 0.739354 0.0 0.0 0.0 0.0375
H 1.208802 4.750888 0.294320 0.0 0.0 0.0 0.0858
C -5.207824 2.916241 0.735454 0.0 0.0 0.0 -0.1809
P -3.463102 2.595334 0.373651 0.0 0.0 0.0 0.5068
C -2.733182 2.038087 1.911444 0.0 0.0 0.0 -0.1663
C -2.756877 4.223349 0.046111 0.0 0.0 0.0 -0.1651
O -3.282546 1.652812 -0.766118 0.0 -0.1 0.0 -0.4359
H -5.323724 3.615703 1.564390 0.0 0.0 0.0 0.0484
H -5.691556 1.972978 0.990121 0.0 0.0 0.0 0.0506
H -5.689045 3.322740 -0.154437 0.0 0.0 0.0 0.0491
H -2.823201 2.789926 2.697501 0.0 0.0 0.0 0.0639
H -1.677229 1.821791 1.717420 0.0 0.0 0.0 0.0215
H -3.216210 1.115159 2.236229 0.0 0.0 0.0 0.0506
H -2.899045 4.903013 0.887452 0.0 0.0 0.0 0.0544
H -3.228532 4.640914 -0.844205 0.0 0.0 0.0 0.0538
H -1.689798 4.108462 -0.142754 0.0 0.0 0.0 0.0267
C 0.294176 2.656848 -2.223717 0.0 0.0 0.0 -0.2760
P 0.180953 1.089854 -3.175776 0.0 0.0 0.0 0.9090
C 1.796904 0.337991 -2.745143 0.0 0.0 0.0 -0.2714
C 0.477447 1.713805 -4.873766 0.0 0.0 0.0 -0.3810
C 1.595121 1.394869 -5.640465 0.0 0.0 0.0 -0.0937
C 1.723423 1.864406 -6.942558 0.0 0.0 0.0 -0.0960
C 0.739075 2.666037 -7.498202 0.0 0.0 0.0 -0.1077
C -0.383181 2.989960 -6.745546 0.0 0.0 0.0 -0.0975
C -0.514152 2.509686 -5.453143 0.0 0.0 0.0 -0.1182
H 1.220444 3.204238 -2.411295 0.0 0.0 0.0 0.0493
H 0.237571 2.395935 -1.163817 0.0 0.0 0.0 0.0046
H -0.560915 3.290464 -2.464580 0.0 0.0 0.0 0.0328
H 2.627310 1.043243 -2.829328 0.0 0.0 0.0 0.0494
H 1.975495 -0.537868 -3.369923 0.0 0.0 0.0 0.0291
H 1.732227 -0.018209 -1.715235 0.0 0.0 0.0 0.0148
H 2.377265 0.773669 -5.223868 0.0 0.0 0.0 0.0899
H 2.599982 1.601251 -7.522221 0.0 0.0 0.0 0.0971
H 0.839752 3.031248 -8.512586 0.0 0.0 0.0 0.0939
H -1.163665 3.608602 -7.171450 0.0 0.0 0.0 0.0972
H -1.406027 2.746517 -4.881735 0.0 0.0 0.0 0.1028
```
Positions in Å, forces in eV/Å.

---

(2)
Below is C2HNO in the gas phase at a distorted geometry, with properties calculated with wB97M-V/def2-TZVPD.

Properties
**Kohn-Sham gap**: 10.89 eV
**E_HOMO**: -11.70 eV

Structure (XYZ):
```
5
Properties=species:S:1:pos:R:3:forces:R:3:nbo_charge:R:1
N -1.982146 -0.457023 -0.029439 0.6 0.0 0.2 -0.2383
C -0.860706 -0.212917 0.079120 -0.1 0.9 -0.4 0.1551
C 0.585721 0.179022 0.004267 0.1 -2.4 0.2 0.3372
O 1.381211 -0.733783 0.000135 -0.3 1.2 0.0 -0.4276
H 0.875922 1.224703 -0.054084 -0.2 0.3 0.0 0.1736
```
Positions in Å, forces in eV/Å.

---

(3)
Below is 2 unconnected molecules or ions with the total composition C2H5N3O2 at a distorted geometry, with properties calculated with wB97M-V/def2-TZVPD.

Properties
**Kohn-Sham gap (alpha / beta)**: 7.30 / 7.30 eV
**E_HOMO (alpha / beta)**: -9.43 / -9.44 eV

Structure (XYZ):
```
12
Properties=species:S:1:pos:R:3:forces:R:3:nbo_charge:R:1
C -1.555750 -0.609034 -0.722192 -1.6 -2.0 -2.5 0.4757
C 2.076766 0.092369 0.074158 3.1 -0.1 -0.3 0.4962
N -1.468982 0.635227 -0.439484 0.3 2.7 1.2 -0.7422
N 0.885564 -0.029255 0.750926 -3.2 -0.3 1.0 -0.3861
N 0.139339 0.992326 1.162950 2.6 -1.3 -3.1 -0.0819
O -0.968725 -1.574082 -0.165020 0.1 0.5 0.2 -0.7386
O 2.739422 1.078051 0.147798 0.3 1.1 -0.3 -0.4848
H -2.279846 -0.890093 -1.648428 1.3 0.6 1.6 0.0953
H 2.632078 -0.828706 -0.398799 -2.1 0.9 0.7 0.1617
H -1.939998 1.376871 -1.003583 0.6 -1.3 0.6 0.3901
H 0.353643 -0.930618 0.509553 -0.4 0.3 0.6 0.4440
H -0.613511 0.686945 1.732122 -1.1 -1.1 0.3 0.3707
```
Positions in Å, forces in eV/Å.

---

Molar mass values (in g/mol) by entry order: 897.11 55.04 103.08.
Energy relative to the best compared isomer or geometry (same formula, charge and spin) values (in kJ/mol) by entry order: 0.0 32.8 549.0.